Record 1
Density functional theory data (the ωB97M-V functional and the def2-TZVPD basis) for a cluster of 3 separate species, C11H30N3O7P in total.

SMILES	COC(=O)NCP(=O)(O)O.COC[C@@H](C)N.COC[C@@H](C)N
calculated total energy	-1469.49067	Eh

Each line ends with the Mulliken charge.
CARTESIAN COORDINATES (ANGSTROEM)
C1 5.75862 0.32751 1.56996  -0.72
O1 4.34201 0.41486 1.37320  -0.30
C2 3.93889 0.52992 0.08521  0.64
O2 4.35924 -0.13748 -0.82175  -0.58
N1 3.00521 1.54857 -0.06565  -0.25
C3 1.96543 1.69042 0.95856  -0.52
P1 0.42761 0.85221 0.51170  0.91
O3 -0.39525 1.71030 -0.36085  -0.62
O4 0.92163 -0.49162 -0.16980  -0.42
O5 -0.32272 0.33876 1.82252  -0.57
H1 6.08474 1.21126 2.11973  0.26
H2 5.97994 -0.56300 2.15912  0.22
H3 6.27965 0.26044 0.61628  0.36
H4 2.61816 1.43886 -0.99898  0.30
H5 2.33860 1.38770 1.93531  0.38
H6 1.67940 2.74407 1.03987  0.24
H7 0.26755 -1.20026 -0.05497  0.28
H8 -0.74743 1.06196 2.30425  0.33
C4 -3.91161 3.89601 -4.23380  -0.68
O6 -2.78909 3.80951 -3.38171  -0.37
C5 -2.72636 4.77645 -2.35271  -0.67
C6 -3.53324 4.43184 -1.09371  0.43
C7 -5.03710 4.62950 -1.25819  -1.51
N2 -3.27281 3.07671 -0.60897  -0.70
H9 -4.20904 4.93717 -4.39619  0.31
H10 -4.76729 3.33781 -3.84485  0.24
H11 -3.62768 3.46054 -5.19150  0.25
H12 -1.67128 4.83542 -2.07502  0.33
H13 -3.01980 5.76005 -2.74635  0.43
H14 -3.19510 5.12540 -0.31637  0.39
H15 -5.48371 3.82659 -1.84486  0.27
H16 -5.52228 4.62446 -0.28260  0.38
H17 -5.26466 5.57906 -1.74726  0.36
H18 -2.28372 2.97384 -0.39670  0.27
H19 -3.42112 2.43720 -1.38475  0.32
C8 1.40074 -3.30149 2.48237  -0.73
O7 0.85411 -3.40194 1.18096  -0.26
C9 1.34831 -4.46769 0.38937  -0.78
C10 0.66631 -5.81896 0.63493  0.39
C11 1.11021 -6.50965 1.91994  -1.40
N3 -0.79528 -5.72770 0.62466  -0.74
H20 2.45142 -3.60447 2.49441  0.34
H21 0.84266 -3.89994 3.20628  0.25
H22 1.33287 -2.25602 2.78313  0.20
H23 1.15750 -4.17211 -0.64550  0.34
H24 2.43637 -4.54730 0.50749  0.42
H25 0.95783 -6.46150 -0.20149  0.40
H26 0.65976 -6.04917 2.79943  0.28
H27 0.80008 -7.55358 1.90758  0.35
H28 2.19537 -6.47727 2.03336  0.35
H29 -1.11115 -5.38100 -0.27595  0.27
H30 -1.07248 -5.01228 1.29089  0.32

Record 2
Density functional theory data (the ωB97M-V functional and the def2-TZVPD basis) for a structure of composition C32H72ClN4.

total charge	+3
energy above the lowest of the compared OMol25 structures with the same formula, charge and spin	440.29	kcal/mol

Each line ends with the Mulliken charge.
CARTESIAN COORDINATES (ANGSTROEM)
Cl1 0.86081 -0.81107 0.12021  -0.48
C1 6.44023 2.81986 2.15467  -1.46
C2 5.41718 1.68187 1.80208  -0.30
C3 4.04373 2.28998 1.69645  -0.75
N1 2.99090 1.24405 1.14838  0.64
C4 2.65270 0.19585 2.26035  -0.46
C5 1.60117 1.92147 0.84165  0.15
C6 1.69332 2.33002 -0.63716  0.80
C7 2.35334 1.24827 -1.26397  -0.37
C8 3.32505 0.63828 -0.18847  -0.93
H1 7.41165 2.54450 2.56533  0.40
H2 6.10433 3.50057 2.93692  0.35
H3 6.55568 3.44175 1.26697  0.37
H4 5.52259 0.84063 2.48714  0.48
H5 5.85942 1.13971 0.96626  0.42
H6 4.02152 3.13367 1.00667  0.42
H7 3.61128 2.59980 2.64781  0.38
H8 2.14688 -0.67583 1.84511  0.11
H9 2.04206 0.53399 3.09753  0.25
H10 3.69731 0.02152 2.51824  0.42
H11 0.82421 1.16881 0.97556  -1.31
H12 1.54142 2.82554 1.44761  0.43
H13 0.68679 2.45524 -1.03631  -0.61
H14 2.24472 3.25451 -0.80862  0.96
H15 1.60866 0.47809 -1.46494  -0.84
H16 2.88654 1.45837 -2.19114  0.72
H17 3.25902 -0.44962 -0.20305  0.13
H18 4.27197 1.12113 -0.42991  0.76
C9 -1.29855 5.56348 0.00170  -1.33
C10 -0.64137 4.24271 -0.56219  0.12
C11 -1.67185 3.54985 -1.55668  -0.78
N2 -1.08441 2.31875 -2.34805  0.81
C12 -0.27341 2.80298 -3.57223  -0.92
C13 -2.30988 1.46726 -2.79359  -1.13
C14 -1.95116 -0.03208 -2.51063  -0.79
C15 -0.42062 -0.09386 -2.14182  1.33
C16 -0.30105 1.29222 -1.48285  0.96
H19 -1.72855 5.30677 0.96984  0.36
H20 -1.96478 6.02213 -0.72898  0.35
H21 -0.49475 6.26106 0.23703  0.41
H22 -0.16508 3.53268 0.11390  -0.12
H23 0.18078 4.48455 -1.23577  0.43
H24 -2.11624 4.20217 -2.30840  0.72
H25 -2.46651 3.12180 -0.94563  0.13
H26 0.63841 3.25611 -3.18317  0.31
H27 -0.87594 3.36572 -4.28524  0.35
H28 0.05744 1.87263 -4.03384  0.42
H29 -2.50710 1.65505 -3.84902  0.29
H30 -3.19262 1.66744 -2.18631  0.28
H31 -2.13022 -0.72521 -3.33258  1.53
H32 -2.62119 -0.33665 -1.70664  -0.45
H33 0.24947 -0.25669 -2.98595  0.44
H34 -0.19786 -0.90141 -1.44443  -2.40
H35 0.73202 1.63896 -1.45755  -0.18
H36 -0.71308 1.17333 -0.48076  0.95
C17 -2.73360 -3.35642 0.70187  -1.50
C18 -2.24369 -1.92576 1.07033  1.20
C19 -3.42260 -0.94275 1.29155  -1.66
N3 -3.06257 0.48986 1.72115  0.43
C20 -4.30400 1.33008 2.05300  -1.01
C21 -2.22412 0.52097 2.99184  -0.91
C22 -0.83009 0.71558 2.53901  -0.89
C23 -0.85061 1.35928 1.11483  0.97
C24 -2.24939 1.28134 0.65688  -0.62
H37 -3.39711 -3.33331 -0.16260  0.25
H38 -3.24487 -3.72207 1.59239  0.57
H39 -1.88556 -4.01339 0.50871  -0.38
H40 -1.67870 -1.57347 0.20733  0.81
H41 -1.47713 -2.03604 1.83735  0.73
H42 -4.07425 -1.26448 2.10391  0.58
H43 -4.06219 -0.88182 0.41103  0.14
H44 -4.83486 0.77152 2.82390  0.39
H45 -4.76401 1.47422 1.07540  0.33
H46 -3.85633 2.25991 2.40385  0.53
H47 -2.61663 1.33934 3.59541  0.40
H48 -2.39743 -0.46693 3.41861  0.31
H49 -0.24420 1.31858 3.23273  0.86
H50 -0.31535 -0.24519 2.54709  0.02
H51 -0.43998 2.35933 0.97567  0.54
H52 -0.08720 0.93274 0.46417  -2.02
H53 -2.64635 2.28880 0.53218  -0.18
H54 -2.25430 0.75023 -0.29496  -0.64
C25 -2.65014 -2.51609 -2.53531  -2.60
C26 -1.30597 -2.49380 -1.85659  1.88
C27 -0.89441 -3.95414 -1.43927  -2.00
N4 0.34049 -4.13085 -0.56386  0.55
C28 1.61487 -3.40834 -1.31998  -0.57
C29 0.71173 -5.63587 -0.49678  -0.50
C30 1.36974 -5.62170 0.95118  -0.81
C31 1.26391 -4.23499 1.60332  -1.06
C32 0.07538 -3.67799 0.91644  1.40
H55 -3.17650 -1.56172 -2.52058  0.59
H56 -3.33086 -3.29837 -2.19953  0.51
H57 -2.34783 -2.71277 -3.56392  0.60
H58 -1.29564 -1.85623 -0.97258  -1.54
H59 -0.59104 -1.90347 -2.42972  1.19
H60 -0.69482 -4.48086 -2.37245  0.51
H61 -1.70391 -4.43821 -0.89293  0.82
H62 1.58439 -2.35100 -1.05692  -0.33
H63 1.51203 -3.61605 -2.38506  0.28
H64 2.41846 -4.03112 -0.92693  0.67
H65 1.44426 -5.86299 -1.27132  0.39
H66 -0.17432 -6.26584 -0.41816  0.35
H67 2.35618 -6.06453 0.81364  0.42
H68 0.77515 -6.34437 1.51005  0.40
H69 1.99821 -3.48200 1.31711  0.31
H70 1.30793 -4.06786 2.67954  0.50
H71 -0.00658 -2.59662 1.02609  -1.69
H72 -0.81000 -4.22507 1.24031  0.72

Record 3
Density functional theory data (the ωB97M-V functional and the def2-TZVPD basis) for an isolated molecule of C17H19NO3.

SMILES	Cc1cccc(C)c1NC(=O)[C@@H]1[C@@H](C(=O)O)[C@H]2C=C[C@@H]1C2
energy above the lowest of the compared OMol25 structures with the same formula, charge and spin	0.00	kcal/mol

Each line ends with the Mulliken charge.
CARTESIAN COORDINATES (ANGSTROEM)
C1 -2.12286 -1.86910 -1.41888  -1.36
C2 -2.88423 -0.77892 -0.73378  0.89
C3 -4.26848 -0.72027 -0.83798  -0.86
C4 -4.98665 0.30453 -0.25357  -0.83
C5 -4.32506 1.29885 0.44509  -0.84
C6 -2.94707 1.26651 0.58347  0.96
C7 -2.22431 2.33096 1.35408  -1.43
C8 -2.23286 0.21308 0.00162  0.31
N1 -0.82669 0.21351 0.14355  0.35
C9 -0.06117 -0.78328 0.64812  -0.04
O1 -0.46565 -1.86659 1.00740  -0.66
C10 1.40602 -0.36083 0.71886  -0.28
C11 1.96990 0.03736 -0.66822  0.14
C12 2.14555 1.52596 -0.80048  0.31
O2 1.33966 2.32571 -0.38671  -0.64
O3 3.24901 1.88867 -1.44529  -0.43
C13 3.24271 -0.83560 -0.79185  -0.31
C14 4.18116 -0.39031 0.30289  -0.56
C15 3.66564 -0.78772 1.45895  -0.82
C16 2.36678 -1.49155 1.15737  -0.10
C17 2.70885 -2.14015 -0.18821  -0.87
H1 -2.76712 -2.41311 -2.10472  0.43
H2 -1.72239 -2.56502 -0.68219  0.28
H3 -1.28168 -1.45651 -1.97599  0.24
H4 -4.78481 -1.48737 -1.39653  0.38
H5 -6.06192 0.33450 -0.34792  0.38
H6 -4.88463 2.10560 0.89591  0.35
H7 -2.93188 3.03479 1.78431  0.40
H8 -1.64086 1.88815 2.16101  0.30
H9 -1.53931 2.88433 0.71016  0.30
H10 -0.37988 1.12003 0.04688  0.08
H11 1.46539 0.48270 1.41468  0.48
H12 1.26367 -0.25112 -1.45603  0.35
H13 3.30555 2.85545 -1.51725  0.39
H14 3.65803 -0.86973 -1.79521  0.52
H15 5.06948 0.18777 0.12925  0.49
H16 4.03323 -0.60020 2.45088  0.44
H17 1.95342 -2.13235 1.92983  0.56
H18 1.83975 -2.54573 -0.70237  0.36
H19 3.47587 -2.90701 -0.09854  0.35

Record 4
Density functional theory data (the ωB97M-V functional and the def2-TZVPD basis) for an isolated molecule of C5H8S.

SMILES	C=C/C(C)=C\S
energy above the lowest of the compared OMol25 structures with the same formula, charge and spin	42.46	kcal/mol

Each line ends with the Mulliken charge.
CARTESIAN COORDINATES (ANGSTROEM)
C1 -2.16555 0.77581 0.10464  -0.95
C2 -1.23926 -0.15977 -0.15925  -0.04
C3 0.15124 -0.17782 0.26353  0.99
C4 0.70305 1.19303 0.54419  -1.15
C5 1.02114 -1.15922 -0.04004  -0.73
S1 1.12639 -2.77074 -0.89718  -0.20
H1 -2.14059 1.65697 0.63282  0.31
H2 -3.08522 0.63576 -0.39495  0.26
H3 -1.42868 -1.04305 -0.86520  0.17
H4 1.10196 1.64592 -0.35710  0.26
H5 1.54719 1.17258 1.23291  0.35
H6 -0.06459 1.83125 1.02153  0.32
H7 2.04365 -1.07154 0.17711  0.29
H8 2.42926 -2.52918 -1.26301  0.14